Record 1
7 unconnected molecules or ions with the total composition C41H50N2O20 at a distorted geometry. Source: the Open Molecules 2025 dataset; level of theory: wB97M-V/def2-TZVPD.

CARTESIAN COORDINATES (ANGSTROEM)
C -4.335 -0.088 -1.639
H 2.321 3.063 -1.536
H 5.976 -1.504 3.331
H -7.531 -0.156 3.533
O 1.695 -0.341 3.183
O -7.309 -3.437 0.256
O -2.719 1.931 -6.613
C -5.469 -1.108 1.879
C 5.474 0.113 1.894
C 0.510 4.139 0.384
C -2.452 2.856 3.513
O -5.051 -2.911 -9.983
H -4.568 -1.134 -10.896
O 2.653 -1.959 4.428
O 1.827 4.389 4.062
O -4.173 0.486 -0.334
O 0.318 4.948 -0.495
C 1.884 3.424 0.594
C 8.513 -4.394 1.993
C 6.454 -4.026 2.789
H 3.350 2.480 4.284
O -7.243 -2.479 2.301
C -4.080 -1.917 -10.307
H -0.883 2.953 -3.450
C -4.688 1.114 -2.467
H -2.834 0.256 -7.916
C -5.567 -2.574 -8.768
O -1.013 3.340 -6.157
O -5.617 -2.048 0.814
O -5.409 1.922 -1.533
H 1.275 -1.474 6.782
H 3.505 -0.927 1.667
H -2.292 0.116 -9.598
C 2.695 2.908 -0.499
O -4.825 -1.599 -8.175
H 8.141 -7.180 2.045
C -0.830 4.313 -5.127
H -3.267 -2.346 -10.893
O 6.384 -5.203 2.113
H -3.817 1.678 -2.814
H 9.227 -3.915 1.325
H 4.955 -1.959 1.406
H -6.019 -0.202 4.467
H 9.060 -4.922 2.780
C 4.534 -0.934 1.190
H 0.230 4.483 -4.938
H -3.183 2.507 4.275
C -4.943 1.604 -0.300
C 6.239 -0.417 3.172
H 4.525 -0.817 0.080
H -2.836 5.310 -3.428
C 2.056 -0.753 4.240
C -0.092 3.543 2.807
O -2.583 2.951 -4.602
H -5.914 -0.159 1.569
H -7.325 -1.357 4.792
H 2.107 -3.816 6.228
C -6.211 -1.778 3.002
H 4.691 3.234 3.798
C 7.531 -5.264 1.260
O 1.924 -0.081 5.417
O 5.573 -3.577 3.456
N 5.673 1.319 1.486
H 4.558 1.797 -1.018
H -5.162 -0.803 -1.594
H -2.580 4.145 -2.146
C -3.141 -0.023 -8.925
C -0.584 3.724 1.422
C 4.457 2.003 1.173
H -5.311 0.863 -3.325
H -4.417 -0.947 2.110
C 2.375 3.225 1.982
O -6.539 -3.066 -8.290
C 1.428 3.788 3.092
C 3.628 2.554 2.275
C -6.797 -0.813 4.006
H -3.988 2.886 1.923
N 4.138 2.380 3.630
H -1.289 5.252 -5.450
C -3.631 -1.453 -8.950
H -2.863 -1.642 -1.444
H 2.680 -0.518 7.306
C -2.082 4.668 -2.965
H -3.153 -1.129 -3.117
H -0.701 2.935 4.863
C -3.070 -0.783 -2.085
C 2.213 -1.016 6.456
C -1.982 3.519 1.064
C -2.159 2.669 -5.863
C -1.047 3.113 3.812
C -1.529 3.676 -3.959
H -2.341 3.682 0.026
C 3.143 -1.979 5.770
H -1.291 5.294 -2.548
H 8.930 -6.733 0.516
H -3.937 0.669 -9.210
H 3.792 -4.027 5.797
C -6.776 -2.726 1.047
C 3.102 -3.378 6.340
H 3.375 -3.382 7.396
C 7.996 -6.691 1.079
C 3.944 2.223 -0.193
H 5.833 0.143 4.049
O 7.661 -3.426 2.606
H 7.346 -0.342 3.040
H 7.241 -7.271 0.545
H -5.584 -2.519 3.511
C -2.900 3.085 2.125
O -5.177 2.231 0.692
H -2.870 -2.119 -8.530
H 4.172 -1.606 5.761
H 7.256 -4.831 0.292
H -2.208 -0.116 -2.002

Atoms 1-6, force components in eV/Å:
C 0.6 -0.7 -0.6
H 0.6 -0.3 0.9
H 0.4 1.4 -0.2
H 0.2 0.0 -0.1
O 0.0 0.1 0.2
O 0.2 0.2 0.2

For the energy above the lowest of the compared OMol25 structures with the same formula, charge and spin, the calculation gives 0.00 kJ/mol. The SMILES is CC(C)=Nc1ccc2c(c1N)C(=O)c1ccccc1C2=O.C[C@@H]1COC(=O)O1.C[C@@H]1COC(=O)O1.C[C@@H]1COC(=O)O1.C[C@@H]1COC(=O)O1.C[C@@H]1COC(=O)O1.C[C@@H]1COC(=O)O1.


Record 2
A molecular structure, C41H51BClN9Zr at a distorted geometry. Source: the Open Molecules 2025 dataset; level of theory: wB97M-V/def2-TZVPD.

CARTESIAN COORDINATES (ANGSTROEM)
C -3.882 -3.031 1.543
H 2.083 -2.786 -2.000
H 2.530 2.229 3.002
H 1.433 -6.045 0.864
C 0.139 2.484 1.689
H 0.191 1.526 -3.936
H -3.941 1.009 2.893
H 0.397 4.555 -1.479
Cl -5.515 -3.158 1.022
H -4.088 -4.345 3.230
H -2.661 0.036 2.190
C 2.727 3.174 2.488
H 1.861 3.013 -3.662
H -0.850 0.056 3.119
H 3.345 -0.599 3.761
H 1.029 0.118 5.073
C -0.815 1.564 -0.154
C -1.056 2.001 1.215
H -0.024 0.409 -2.609
C 1.070 -4.279 -3.136
H 2.104 3.951 2.939
N 2.084 -0.693 2.088
C 3.902 -0.644 -2.307
C -3.020 -2.236 0.821
H -1.221 1.652 -2.894
H -0.434 -4.312 -0.132
H 3.489 -4.381 1.655
C -2.407 2.202 1.905
H 2.645 4.573 -0.655
C -0.147 1.455 -2.899
H 3.505 4.970 0.822
C -3.091 0.097 -1.493
H 2.572 3.460 -2.128
H -3.406 -1.713 -0.034
C -1.260 -3.867 -3.410
C 2.531 -4.143 1.202
C 0.635 2.444 -2.001
C -4.246 -0.744 -3.385
H 4.044 -1.733 1.632
C 2.510 3.060 0.968
H -1.634 2.132 3.963
C 1.489 -4.965 0.797
H 3.769 3.448 2.672
C -0.111 3.791 -2.072
H 4.568 -0.567 -3.156
H -1.669 -4.059 3.850
C -3.423 -3.708 2.654
H -2.242 -4.158 -3.763
H 2.645 1.798 -2.665
N 3.115 -0.909 -0.255
H -0.245 -2.625 2.477
N -2.081 -0.775 -1.638
C -1.081 -2.661 -2.757
C 2.338 -0.482 3.378
B 2.962 -1.549 1.144
C 2.014 2.679 -2.631
N 0.093 -2.294 -2.233
H 0.311 2.824 2.701
N 0.744 -0.505 1.859
C 1.161 -0.131 4.028
C -4.185 0.144 -2.324
H -1.587 1.734 -0.884
H 3.760 1.288 1.056
H -1.139 3.700 -1.699
H 5.181 -1.175 -0.537
H -0.153 4.139 -3.110
C 1.145 -3.094 -2.437
H -0.277 -5.641 -4.119
H -2.629 4.170 0.981
C -2.176 -1.674 -2.631
Zr -0.006 -0.631 -0.209
C -3.264 0.925 2.038
H -3.027 0.771 -0.656
N 2.046 -0.584 -1.046
H 1.889 -0.195 -3.111
C -2.090 -3.551 2.992
H 3.507 1.861 -0.594
H -1.668 3.757 3.254
H -3.230 -2.363 -4.360
H -5.074 -0.721 -4.088
H 1.744 5.097 0.768
H -3.898 0.754 1.159
C 2.532 -0.449 -2.290
C -2.199 2.802 3.302
N 0.961 -2.824 0.374
C -1.281 -2.746 2.219
H 4.597 2.735 0.487
C 3.653 2.181 0.433
C -3.225 -1.665 -3.533
C 2.599 4.504 0.428
H -3.169 2.984 3.767
C 1.127 2.477 0.672
C -0.165 -4.692 -3.606
H -3.392 2.865 0.056
C 0.200 -0.167 3.040
N 2.190 -2.876 0.940
C -3.188 3.233 1.068
C 0.525 1.978 -0.528
H 1.962 -4.878 -3.271
N -1.726 -2.081 1.138
H -4.149 3.450 1.546
C 4.226 -0.942 -0.995
H -4.966 0.871 -2.140
C 0.537 -4.087 0.292

Atoms 1-6, force components in eV/Å:
C -0.2 -0.1 0.0
H 0.0 0.0 0.0
H 0.0 0.1 -0.1
H 0.0 0.3 0.0
C 0.1 0.0 0.1
H 0.0 0.0 0.0

The total charge is +2. For the energy above the lowest of the compared OMol25 structures with the same formula, charge and spin, the calculation gives 0.00 kJ/mol.


Record-wise E_HOMO values, in eV: -8.1; -12.6
Record-wise Kohn-Sham gap values, in eV: 7.77; 6.49